Computed, not measured: a structure of composition C33H46Cl3IrN4O2SSi in a non-equilibrium geometry, with ωB97M-V/def2-TZVPD.

Atoms and positions in Å:
Ir  0.0173  1.3121  -0.6442
C  1.8137  -2.7291  -1.4871
C  1.5740  -1.9128  -0.2149
C  1.0826  -2.8056  0.9263
C  2.8090  -1.1726  0.2564
C  4.0243  -1.8419  0.2619
C  5.1643  -1.2511  0.7763
C  5.1065  0.0447  1.2479
C  3.9152  0.7615  1.2626
C  3.9758  2.2277  1.6941
C  4.9743  3.0116  0.8334
C  4.3556  2.3478  3.1738
C  2.7494  0.1146  0.8080
N  1.5019  0.8227  0.8967
C  1.2310  1.4250  2.0079
C  0.1771  2.3031  2.0660
C  -0.3934  2.9967  3.1165
C  -1.4764  3.6907  2.5722
C  -1.5338  3.4064  1.2119
N  -0.4886  2.5620  0.8963
C  -2.5712  3.9281  0.2501
C  -1.8592  4.8103  -0.7902
C  -3.6312  4.7531  0.9724
C  -3.2704  2.7390  -0.4287
H  0.8592  -3.0664  -1.8992
H  2.4171  -3.6152  -1.2860
H  2.3189  -2.1318  -2.2491
H  0.8026  -1.1765  -0.4372
H  1.8473  -3.5416  1.1830
H  0.1790  -3.3391  0.6320
H  0.8651  -2.2114  1.8164
H  4.0761  -2.8535  -0.1198
H  6.0959  -1.8011  0.8071
H  6.0114  0.5161  1.6105
H  3.0003  2.6916  1.5537
H  5.9984  2.6863  1.0220
H  4.9113  4.0759  1.0656
H  4.7672  2.8823  -0.2271
H  5.3522  1.9418  3.3515
H  3.6592  1.8067  3.8184
H  4.3578  3.3959  3.4776
H  1.8003  1.2026  2.9050
H  -0.0562  2.9848  4.1416
H  -2.1642  4.3317  3.0965
H  -1.4358  5.6953  -0.3117
H  -2.5727  5.1337  -1.5511
H  -1.0557  4.2671  -1.2774
H  -3.1951  5.6161  1.4783
H  -4.1712  4.1523  1.7070
H  -4.3540  5.1216  0.2439
H  -2.5830  2.1587  -1.0312
H  -4.0654  3.1010  -1.0839
H  -3.7119  2.0778  0.3202
C  -2.0237  -4.9079  0.4052
C  -3.0898  -3.8958  0.7999
N  -2.5495  -2.6102  1.2912
C  -2.7170  -2.3408  2.7232
C  -1.8541  -3.2467  3.5887
C  -2.0043  -1.7445  0.4508
S  -1.4158  -0.2360  1.1075
N  -1.9578  -2.1069  -0.8341
C  -1.5892  -1.3330  -1.8338
O  -1.2186  -0.1098  -1.7436
C  -1.7032  -1.9384  -3.1841
C  -2.4006  -3.1320  -3.3705
C  -2.5466  -3.6565  -4.6429
C  -2.0052  -2.9926  -5.7363
C  -1.2973  -1.8119  -5.5541
C  -1.1484  -1.2865  -4.2813
H  -2.5057  -5.8413  0.1132
H  -1.3506  -5.1162  1.2373
H  -1.4414  -4.5443  -0.4387
H  -3.7028  -4.2997  1.6038
H  -3.7337  -3.6855  -0.0526
H  -3.7726  -2.4735  2.9644
H  -2.4654  -1.2987  2.9139
H  -2.1581  -4.2905  3.5039
H  -1.9584  -2.9540  4.6333
H  -0.8045  -3.1629  3.3061
H  -2.8329  -3.6295  -2.5138
H  -3.0919  -4.5795  -4.7871
H  -2.1372  -3.3956  -6.7319
H  -0.8683  -1.2981  -6.4043
H  -0.5827  -0.3822  -4.1291
O  -1.0774  2.3952  -2.5477
H  -0.5582  2.8746  -3.2081
H  -1.4827  1.6306  -2.9861
Cl  1.9579  3.7906  -2.1415
Si  1.8171  1.7482  -2.0791
Cl  1.3699  1.1626  -4.0078
Cl  3.6991  1.0524  -1.8560

As for the energy above the lowest of the compared OMol25 structures with the same formula, charge and spin: 0.788 eV. The calculation puts the LUMO energy (spin up / spin down) at -4.372 / -5.831 eV. As for the gap between HOMO and LUMO (spin up / spin down): 6.344 / 4.839 eV. The expectation value of S² is 0.813. The total charge is +1. Its multiplicity is 2.


Computed, not measured: a structure of composition C33H46NP3Pd in a non-equilibrium geometry, with ωB97M-V/def2-TZVPD.

Atoms and positions in Å:
P  -0.1686  -1.2235  -1.2394
P  0.5134  0.3342  -4.2301
C  -0.4049  -1.9241  -3.1687
C  0.5606  -1.4359  -4.2304
H  -1.4345  -1.6583  -3.4464
H  -0.3279  -3.0325  -3.0479
H  1.6016  -1.7578  -4.0887
H  0.2260  -1.7804  -5.2284
C  -1.0474  0.8709  -4.9974
H  -1.3039  1.9137  -4.7640
H  -1.8918  0.2278  -4.7197
H  -0.9323  0.8098  -6.0898
C  1.7492  0.8814  -5.4189
H  1.3128  0.9119  -6.4213
H  2.5910  0.1847  -5.4313
H  2.1436  1.8764  -5.2033
C  -1.9644  -1.9008  -1.0703
H  -1.9388  -2.5659  -0.2006
H  -2.3267  -2.4755  -1.9281
H  -2.6154  -1.0418  -0.9099
C  1.7897  -1.7747  -1.4280
H  2.1345  -0.7335  -1.2730
H  2.1227  -2.1348  -2.4169
H  2.2426  -2.3654  -0.6018
Pd  0.3160  -3.4270  -1.0571
C  0.2474  3.7589  -0.5728
C  -1.0754  3.6174  -0.5603
C  -1.9279  2.9935  -1.6332
C  -1.6633  1.4478  -1.8559
C  -0.2404  1.0283  -1.6804
C  0.7794  1.3378  -2.7345
C  0.8355  2.8725  -2.9781
C  1.2223  3.6244  -1.7112
C  -0.0932  -4.6227  0.7489
H  0.7545  4.1191  0.3296
H  -1.6853  3.9576  0.2856
H  -1.8481  3.5419  -2.5882
H  -2.9760  3.0761  -1.2960
H  -2.2694  0.8898  -1.1117
H  -2.0040  1.1601  -2.8622
H  0.1456  1.2824  -0.6950
H  1.7698  1.0325  -2.3837
H  -0.1170  3.2412  -3.3755
H  1.5932  3.0962  -3.7428
H  2.1229  3.1339  -1.3278
H  1.5623  4.6194  -2.0364
H  0.6596  -4.4623  1.5345
H  -0.0122  -5.6329  0.2745
H  -1.0871  -4.4587  1.1918
N  0.0460  -0.8334  0.3361
P  0.0928  -0.6224  1.8934
C  -1.2857  -1.4301  2.7705
C  -1.1395  -2.1016  4.0016
C  -2.2807  -2.5410  4.6795
C  -3.5491  -2.4028  4.0986
C  -3.6826  -1.8262  2.8334
C  -2.5521  -1.3291  2.1791
C  1.5952  -1.1327  2.8001
C  1.7822  -0.7359  4.1440
C  2.9487  -1.0873  4.8323
C  3.9464  -1.8298  4.1862
C  3.7683  -2.2265  2.8520
C  2.5966  -1.8902  2.1673
C  -0.0562  1.1268  2.4004
C  1.1011  1.9141  2.5455
C  1.0101  3.2014  3.0681
C  -0.2331  3.7330  3.4058
C  -1.4018  2.9881  3.1921
C  -1.3058  1.6947  2.6727
H  -0.1463  -2.2551  4.4292
H  -2.1724  -2.9914  5.6708
H  -4.4416  -2.7446  4.6387
H  -4.6563  -1.7488  2.3448
H  -2.6432  -0.8519  1.1954
H  1.0070  -0.1457  4.6484
H  3.0612  -0.7774  5.8791
H  4.8576  -2.1008  4.7316
H  4.5448  -2.8054  2.3426
H  2.4504  -2.2129  1.1352
H  2.0777  1.4992  2.2959
H  1.9186  3.7866  3.2357
H  -0.3069  4.7344  3.8308
H  -2.3780  3.4006  3.4364
H  -2.2139  1.1112  2.5191

As for the energy above the lowest of the compared OMol25 structures with the same formula, charge and spin: 2.323 eV. The calculation puts the LUMO energy (spin up / spin down) at -0.186 / -0.686 eV. As for the gap between HOMO and LUMO (spin up / spin down): 2.218 / 6.404 eV. The expectation value of S² is 2.019. The total charge is 0. Its multiplicity is 3.


Computed, not measured: a structure of composition C33H46OP2PtSi in a non-equilibrium geometry, with ωB97M-V/def2-TZVPD.

Atoms and positions in Å:
P  0.6501  -2.7126  -2.7487
P  0.5085  3.2761  -0.4522
C  1.2307  1.4242  -2.6955
C  1.4300  2.7381  -1.9280
H  1.9593  1.4535  -3.5275
H  1.4693  0.5456  -2.0761
H  2.4947  2.8179  -1.6404
H  1.2099  3.5401  -2.6535
C  -0.9970  3.9010  -1.1993
H  -1.8308  3.9719  -0.5007
H  -1.2843  3.1915  -1.9966
H  -0.8020  4.8867  -1.6386
C  1.5677  4.3112  0.5381
H  1.1496  5.3227  0.6208
H  2.5395  4.4121  0.0235
H  1.7622  3.9333  1.5473
C  0.2182  -4.3860  -2.2701
H  0.1748  -4.3935  -1.1684
H  0.9932  -5.0851  -2.6114
H  -0.7697  -4.6619  -2.6644
C  2.4510  -2.6726  -2.8705
H  2.8283  -1.6408  -2.8794
H  2.8134  -3.2150  -3.7598
H  2.8448  -3.1588  -1.9632
Pt  -0.3777  1.0727  -3.9829
C  0.0182  1.0387  -5.9603
C  -1.3513  1.5123  -5.7213
C  -2.5567  0.6028  -5.8232
C  -2.2623  -0.7819  -5.2231
C  -1.2572  -0.7582  -4.0353
C  -0.1686  -1.8113  -4.2979
C  0.8796  -1.3856  -5.3315
C  0.4161  -0.3603  -6.4374
C  0.2434  -1.7237  -1.2691
H  0.7249  1.8315  -6.2438
H  -1.5041  2.5889  -5.9249
H  -2.8853  0.4876  -6.8731
H  -3.3992  1.0695  -5.2880
H  -3.1865  -1.2469  -4.8540
H  -1.9018  -1.4600  -6.0105
H  -1.7955  -0.9688  -3.0930
H  -0.6964  -2.7071  -4.6843
H  1.2248  -2.2957  -5.8621
H  1.7618  -0.9642  -4.8186
H  1.3260  -0.1937  -7.0313
H  -0.3320  -0.7928  -7.1196
H  1.0550  -1.0185  -1.0438
H  0.1376  -2.3874  -0.3889
H  -0.6833  -1.1760  -1.4370
O  -0.0226  1.9723  0.2954
Si  -0.5418  1.5549  1.8733
C  0.8181  0.5288  2.6246
C  0.6312  -0.0735  3.8878
C  1.7186  -0.6043  4.5963
C  2.9958  -0.5814  4.0365
C  3.1750  -0.0679  2.7459
C  2.0849  0.4471  2.0315
C  -0.7323  3.1929  2.7475
C  -0.2185  3.2806  4.0406
C  -0.0862  4.5210  4.6599
C  -0.4433  5.6849  3.9762
C  -1.0410  5.5932  2.7180
C  -1.2756  4.3398  2.1566
C  -2.1294  0.6653  2.2755
C  -2.1822  -0.7381  2.3710
C  -3.2152  -1.3651  3.0865
C  -4.2328  -0.6018  3.6711
C  -4.2429  0.7890  3.4979
C  -3.2200  1.4056  2.7673
H  -0.3648  -0.1214  4.3252
H  1.5554  -1.0239  5.5955
H  3.8506  -0.9639  4.5961
H  4.1654  -0.0619  2.2938
H  2.2299  0.8032  1.0045
H  0.1024  2.3691  4.5455
H  0.3133  4.5616  5.6735
H  -0.2668  6.6563  4.4265
H  -1.3241  6.4942  2.1694
H  -1.8722  4.2876  1.2479
H  -1.3938  -1.3397  1.9134
H  -3.2166  -2.4537  3.1934
H  -5.0138  -1.0835  4.2589
H  -5.0390  1.3945  3.9359
H  -3.2451  2.4907  2.6255

As for the energy above the lowest of the compared OMol25 structures with the same formula, charge and spin: 0.675 eV. The calculation puts the LUMO energy (spin up / spin down) at 0.017 / -0.005 eV. As for the gap between HOMO and LUMO (spin up / spin down): 2.552 / 6.619 eV. The expectation value of S² is 2.018. The total charge is 0. Its multiplicity is 3.


Question: Among the records above, which one has the highest expectation value of S²?
Answer: C33H46NP3Pd


Question: Which of these has the lowest multiplicity?
Answer: C33H46Cl3IrN4O2SSi